{"formula": "C21H25N3NiO2", "method": "ωB97M-V with the def2-TZVPD basis set", "species": ["Ni", "C", "N", "C", "C", "C", "N", "C", "C", "C", "C", "C", "C", "C", "O", "C", "C", "C", "N", "C", "C", "C", "C", "C", "C", "C", "O", "H", "H", "H", "H", "H", "H", "H", "H", "H", "H", "H", "H", "H", "H", "H", "H", "H", "H", "H", "H", "H", "H", "H", "H", "H"], "positions_angstrom": [[0.439, -0.016, -0.716], [0.412, -2.965, -1.217], [1.115, -1.808, -1.796], [2.567, -2.085, -1.860], [3.464, -0.901, -1.512], [3.370, -0.502, -0.041], [2.216, 0.348, 0.201], [2.175, 1.024, 1.291], [1.157, 1.957, 1.674], [1.149, 2.468, 2.982], [0.211, 3.382, 3.391], [-0.744, 3.842, 2.471], [-0.755, 3.378, 1.180], [0.166, 2.392, 0.737], [0.109, 1.942, -0.471], [0.551, -1.439, -3.122], [0.169, 0.051, -3.204], [-1.305, 0.261, -2.860], [-1.429, -0.134, -1.466], [-2.482, 0.106, -0.780], [-2.628, -0.236, 0.604], [-3.890, -0.073, 1.202], [-4.129, -0.455, 2.496], [-3.079, -1.021, 3.235], [-1.829, -1.172, 2.694], [-1.531, -0.765, 1.364], [-0.329, -0.878, 0.924], [0.575, -3.874, -1.809], [-0.654, -2.753, -1.159], [0.763, -3.121, -0.199], [2.828, -2.456, -2.857], [2.790, -2.886, -1.153], [3.222, -0.038, -2.138], [4.494, -1.193, -1.729], [4.286, 0.018, 0.256], [3.294, -1.411, 0.570], [2.999, 0.913, 2.006], [1.901, 2.120, 3.683], [0.206, 3.744, 4.410], [-1.479, 4.572, 2.786], [-1.477, 3.728, 0.453], [-0.348, -2.035, -3.287], [1.253, -1.697, -3.919], [0.413, 0.474, -4.178], [0.748, 0.595, -2.431], [-1.936, -0.376, -3.490], [-1.601, 1.303, -3.022], [-3.340, 0.588, -1.262], [-4.692, 0.353, 0.607], [-5.108, -0.325, 2.938], [-3.261, -1.340, 4.255], [-1.016, -1.603, 3.266]], "atomic_forces_ev_per_a": [[-0.209, -0.331, 1.508], [-0.061, -0.046, -0.019], [-0.218, -0.050, -0.001], [0.170, 0.170, 0.023], [-0.181, -0.081, 0.112], [0.130, 0.012, -0.007], [-0.072, -0.175, 0.010], [0.219, 0.056, 0.040], [-0.449, 0.017, -0.210], [0.068, 0.000, -0.009], [-0.002, 0.037, 0.204], [0.103, -0.078, -0.067], [0.017, -0.033, -0.115], [0.207, 0.071, 0.185], [-0.246, -0.087, -0.039], [0.016, 0.111, -0.043], [-0.325, -0.299, -0.058], [-0.153, 0.066, -0.088], [0.115, 0.141, -0.357], [-0.013, -0.076, -0.051], [0.262, -0.014, 0.082], [-0.019, -0.031, 0.046], [-0.147, 0.065, -0.024], [0.053, -0.004, -0.021], [0.031, -0.031, -0.016], [-0.198, 0.132, -0.006], [0.296, -0.047, -0.022], [0.017, 0.021, -0.011], [0.016, 0.041, -0.024], [0.009, 0.001, -0.003], [-0.055, -0.078, 0.016], [-0.046, -0.030, 0.006], [0.091, 0.031, -0.018], [-0.002, 0.011, -0.065], [-0.008, -0.006, 0.030], [0.022, 0.018, 0.006], [0.038, 0.022, -0.052], [0.008, -0.011, -0.020], [0.010, 0.014, -0.022], [-0.009, 0.006, -0.014], [-0.034, -0.001, 0.052], [0.019, -0.033, -0.029], [0.051, -0.010, 0.064], [0.093, 0.073, 0.043], [0.306, 0.480, -1.000], [0.044, 0.054, -0.089], [0.026, -0.017, 0.089], [-0.038, -0.107, -0.021], [0.015, 0.001, -0.013], [0.016, -0.009, 0.003], [0.026, 0.001, 0.000], [-0.006, 0.034, 0.013]], "nbo_charge": [1.423, -0.411, -0.513, -0.211, -0.415, -0.233, -0.580, 0.203, -0.280, -0.129, -0.297, -0.162, -0.312, 0.504, -0.846, -0.231, -0.398, -0.234, -0.597, 0.221, -0.277, -0.127, -0.302, -0.174, -0.257, 0.420, -0.808, 0.175, 0.225, 0.222, 0.187, 0.202, 0.211, 0.219, 0.195, 0.193, 0.162, 0.200, 0.209, 0.208, 0.211, 0.210, 0.199, 0.233, 0.173, 0.191, 0.210, 0.164, 0.200, 0.210, 0.207, 0.208], "total_energy_ev": -71791.75422, "orbital_gap_ev": [7.8, 7.8], "spin_multiplicity": 3, "lumo_ha": [0.02517, 0.02418], "charge": 0, "e_homo_ev": [-7.1, -7.2]}


{"formula": "C4H6Br2N3", "method": "ωB97M-V with the def2-TZVPD basis set", "species": ["C", "C", "C", "C", "N", "N", "N", "Br", "Br", "H", "H", "H", "H", "H", "H"], "positions_angstrom": [[0.230, 1.733, -0.580], [-0.051, -1.059, 0.411], [0.047, 1.360, 0.860], [0.469, -0.314, -1.803], [0.368, 0.973, -1.572], [-0.279, -0.023, 1.177], [-0.344, -2.289, 0.708], [0.304, 3.592, -0.882], [-0.823, -1.178, -2.841], [0.976, 1.663, 1.374], [-0.749, 1.998, 1.268], [1.466, -0.741, -1.854], [-0.637, -0.136, 2.130], [-0.180, -3.014, 0.026], [-0.796, -2.564, 1.579]], "atomic_forces_ev_per_a": [[0.112, -0.250, -0.625], [0.905, 1.030, -2.652], [0.114, 0.347, 0.320], [-0.375, -0.640, 1.897], [-0.149, 0.586, 0.070], [-0.308, -0.404, 0.753], [-0.368, -0.334, 0.662], [-0.008, -0.216, 0.131], [0.116, 0.110, 0.076], [-0.239, -0.077, -0.189], [0.211, -0.136, -0.153], [-0.112, -0.011, 0.007], [0.018, -0.004, -0.271], [0.001, 0.061, 0.136], [0.081, -0.062, -0.164]], "nbo_charge": [0.298, 0.351, -0.310, 0.070, -0.455, -0.584, -0.757, 0.187, 0.211, 0.259, 0.261, 0.249, 0.396, 0.426, 0.396], "total_energy_ev": -148791.63185, "relative_energy_kj_mol": 90.7, "orbital_gap_ev": 8.9, "lumo_ha": -0.15965, "charge": 1, "e_homo_ev": -13.2}


{"formula": "C5H5N3O3", "method": "ωB97M-V with the def2-TZVPD basis set", "species": ["C", "C", "C", "C", "C", "N", "N", "N", "O", "O", "O", "H", "H", "H", "H", "H"], "positions_angstrom": [[1.068, -1.301, 0.425], [-0.440, -1.276, 0.468], [2.955, 0.181, 0.002], [-2.523, 0.207, 0.329], [-0.996, 2.052, 0.202], [1.646, -0.225, 0.112], [-0.960, -0.102, 0.348], [-0.265, 1.000, 0.393], [3.602, 0.824, 0.733], [-3.158, 0.209, 1.345], [-2.234, 1.899, -0.147], [1.416, -2.230, 0.883], [-1.134, -2.111, 0.510], [3.337, 0.068, -1.131], [-2.628, -0.287, -0.638], [-0.636, 2.967, 0.543]], "atomic_forces_ev_per_a": [[-1.762, -0.139, 0.936], [0.878, 1.059, -1.229], [-0.282, -1.121, -4.477], [-0.076, -0.429, -0.297], [-3.277, -1.993, -0.194], [1.148, -1.600, -0.102], [-0.438, 0.142, 1.370], [1.759, 1.463, 0.582], [1.109, 1.176, 2.430], [0.101, -0.461, -0.282], [1.323, 0.011, -0.030], [0.979, 0.179, -0.292], [0.367, -0.021, 0.165], [-0.876, -0.298, 1.850], [-1.703, 0.291, -0.381], [0.747, 1.742, -0.051]], "nbo_charge": [0.093, 0.036, 0.533, 0.550, 0.472, -0.372, -0.100, -0.354, -0.530, -0.598, -0.548, 0.187, 0.231, 0.095, 0.123, 0.183], "total_energy_ev": -15873.87706, "relative_energy_kj_mol": 412.3, "orbital_gap_ev": 7.8, "lumo_ha": -0.05252, "charge": 0, "e_homo_ev": -9.3}


{"formula": "C38H28N9O2STi", "method": "ωB97M-V with the def2-TZVPD basis set", "species": ["Ti", "N", "C", "N", "C", "N", "N", "C", "C", "C", "C", "C", "C", "N", "C", "C", "C", "C", "C", "C", "H", "H", "H", "H", "H", "H", "H", "H", "H", "H", "H", "C", "C", "C", "C", "C", "C", "N", "C", "C", "C", "C", "C", "C", "N", "N", "C", "C", "C", "C", "C", "N", "H", "H", "H", "H", "H", "H", "H", "H", "H", "H", "H", "H", "H", "O", "C", "O", "C", "C", "C", "C", "C", "C", "S", "H", "H", "H", "H"], "positions_angstrom": [[0.130, -0.189, -0.148], [-2.800, 0.323, 3.269], [-2.219, 0.068, 2.101], [-0.974, 0.326, 1.818], [-0.206, 0.987, 2.771], [0.945, 1.466, 2.502], [1.283, 1.352, 1.130], [1.976, 2.373, 0.795], [2.483, 2.599, -0.555], [3.185, 3.757, -0.849], [3.626, 3.935, -2.154], [3.338, 2.957, -3.087], [2.621, 1.833, -2.686], [2.202, 1.652, -1.444], [-0.741, 1.139, 4.131], [0.020, 1.632, 5.193], [-0.555, 1.801, 6.434], [-1.904, 1.495, 6.632], [-2.672, 1.011, 5.593], [-2.075, 0.833, 4.349], [-3.782, 0.121, 3.374], [-2.819, -0.423, 1.344], [2.191, 3.112, 1.563], [3.377, 4.494, -0.082], [4.178, 4.822, -2.433], [3.657, 3.051, -4.115], [2.378, 1.052, -3.396], [1.059, 1.874, 5.020], [0.036, 2.180, 7.256], [-2.354, 1.641, 7.604], [-3.717, 0.768, 5.739], [-1.424, -1.008, -5.418], [-1.029, -2.186, -4.795], [-0.272, -2.139, -3.637], [0.110, -0.910, -3.103], [-0.279, 0.267, -3.725], [-1.048, 0.213, -4.881], [0.838, -0.883, -1.877], [2.090, -1.434, -1.831], [2.847, -1.812, -2.964], [4.127, -2.280, -2.808], [4.723, -2.417, -1.539], [4.000, -2.097, -0.424], [2.691, -1.607, -0.574], [1.823, -1.398, 0.492], [2.234, -1.660, 1.648], [1.205, -1.818, 2.615], [1.522, -1.665, 3.960], [0.535, -1.950, 4.883], [-0.700, -2.407, 4.433], [-0.905, -2.530, 3.068], [0.029, -2.232, 2.168], [-2.024, -1.044, -6.318], [-1.323, -3.142, -5.207], [0.012, -3.051, -3.128], [0.005, 1.219, -3.297], [-1.356, 1.134, -5.359], [2.416, -1.716, -3.951], [4.694, -2.555, -3.688], [5.732, -2.795, -1.453], [4.401, -2.223, 0.571], [2.507, -1.325, 4.246], [0.729, -1.837, 5.941], [-1.482, -2.680, 5.127], [-1.850, -2.884, 2.671], [-2.457, 2.459, -0.037], [-2.091, 1.551, -0.727], [-0.772, 1.212, -0.831], [-2.949, 0.692, -1.587], [-3.906, 1.317, -2.378], [-4.681, 0.575, -3.252], [-4.506, -0.801, -3.316], [-3.578, -1.433, -2.504], [-2.787, -0.697, -1.627], [-1.728, -1.621, -0.523], [-4.020, 2.391, -2.306], [-5.411, 1.064, -3.882], [-5.101, -1.393, -3.999], [-3.459, -2.508, -2.546]], "atomic_forces_ev_per_a": [[-0.673, 0.246, -0.840], [-0.001, 0.046, -0.026], [0.057, 0.028, -0.086], [-0.030, 0.124, 0.013], [-0.285, -0.152, 0.347], [0.242, -0.057, -0.433], [-0.214, 0.334, 0.705], [0.195, -0.133, -0.163], [-0.139, 0.047, 0.226], [0.042, -0.027, -0.114], [-0.020, 0.040, 0.070], [-0.027, -0.061, -0.045], [0.072, -0.025, 0.033], [-0.011, -0.092, -0.108], [0.052, 0.106, -0.045], [0.037, -0.034, -0.013], [-0.041, -0.011, 0.010], [0.023, 0.007, -0.005], [0.069, -0.029, 0.014], [-0.130, -0.041, -0.026], [-0.001, 0.005, 0.020], [-0.022, 0.019, 0.015], [0.038, -0.033, -0.007], [0.005, 0.010, 0.016], [0.007, 0.001, 0.000], [0.007, 0.007, -0.005], [0.011, -0.049, -0.022], [0.000, 0.012, -0.015], [0.003, 0.008, 0.008], [0.004, -0.002, 0.013], [-0.017, 0.006, -0.005], [0.042, -0.020, 0.016], [0.012, 0.045, -0.007], [-0.044, 0.001, -0.065], [-0.038, -0.218, 0.161], [-0.039, -0.023, -0.071], [-0.008, 0.015, -0.008], [0.182, 0.093, 0.410], [-0.031, 0.137, -0.296], [-0.070, 0.116, 0.021], [0.053, -0.025, 0.050], [0.011, -0.012, -0.089], [-0.054, 0.036, 0.001], [0.209, -0.096, 0.172], [0.712, -0.343, 0.487], [-0.196, -0.158, -0.126], [0.244, 0.043, -0.203], [-0.023, 0.007, 0.009], [0.016, -0.030, 0.004], [0.010, -0.017, -0.060], [0.032, -0.015, 0.087], [-0.039, -0.049, -0.054], [-0.013, 0.004, -0.011], [0.000, -0.014, -0.002], [0.029, 0.009, 0.016], [-0.040, -0.001, 0.037], [-0.001, 0.010, -0.008], [-0.010, 0.005, 0.016], [0.003, -0.001, -0.011], [0.001, 0.006, 0.011], [0.003, -0.001, -0.001], [0.013, -0.011, 0.001], [-0.013, -0.001, 0.006], [-0.010, 0.004, 0.017], [-0.009, -0.029, -0.002], [-0.041, 0.053, -0.035], [0.428, -0.152, -0.176], [-0.508, 0.206, -0.072], [-0.026, 0.003, 0.107], [-0.014, -0.021, -0.008], [0.016, -0.013, -0.010], [-0.001, 0.011, 0.019], [-0.026, 0.007, -0.005], [0.062, -0.076, 0.029], [-0.062, 0.211, 0.107], [-0.003, 0.008, 0.005], [-0.006, 0.003, 0.002], [-0.006, 0.003, -0.007], [0.003, -0.009, 0.006]], "lowdin_charge": [0.958, 0.161, -0.166, 0.046, -0.286, 0.105, -0.015, -0.028, -0.256, 0.004, -0.036, -0.023, -0.099, 0.124, -0.090, -0.007, -0.053, -0.050, -0.001, -0.176, 0.171, 0.095, 0.139, 0.120, 0.117, 0.115, 0.105, 0.119, 0.112, 0.115, 0.121, -0.081, -0.071, -0.046, -0.324, -0.035, -0.062, -0.093, -0.239, -0.008, -0.048, -0.070, -0.005, -0.203, -0.032, 0.135, -0.332, 0.000, -0.047, -0.044, -0.136, 0.104, 0.107, 0.110, 0.126, 0.103, 0.110, 0.118, 0.114, 0.108, 0.112, 0.122, 0.119, 0.113, 0.116, 0.141, -0.513, -0.190, -0.168, -0.009, -0.063, -0.064, -0.110, -0.521, 0.763, 0.126, 0.109, 0.112, 0.108], "total_energy_ev": -91314.73245, "relative_energy_kj_mol": 81.5, "orbital_gap_ev": 5.9, "lumo_ha": -0.14735, "charge": 1, "e_homo_ev": -9.9}


| no. | F_max (eV Å⁻¹) |
| --- | --- |
| 1 | 1.56 |
| 2 | 2.99 |
| 3 | 4.62 |
| 4 | 1.10 |